# 1
A structure of composition C22H18AuFN3O5S2. Source: the Open Molecules 2025 dataset; level of theory: ωB97M-V with the def2-TZVPD basis set.

## Properties
**Net charge**: +1
**ΔE to the lowest compared entry with this formula, charge and spin**: 15.8 kJ/mol
**Gap between HOMO and LUMO**: 6.696 eV
**Strongest force on any atom**: 0.012 Eh/bohr
**Highest occupied orbital energy**: -0.4206 Eh

```
52
Properties=species:S:1:pos:R:3:mulliken_charge:R:1
Au -0.048 -0.380 -0.094 0.9774
S -1.449 -2.310 3.560 -0.1893
C -2.838 -1.849 2.674 -0.4306
C -2.544 -1.239 1.490 -0.7655
C -1.142 -1.166 1.337 0.1891
C -0.413 -1.692 2.356 -0.3717
C 1.036 -1.638 2.310 1.5346
C 1.932 -2.168 3.220 -0.8427
C 3.288 -2.015 2.986 -0.2899
C 3.728 -1.335 1.857 -0.8451
C 2.792 -0.828 0.984 -0.0465
N 1.486 -0.984 1.213 -0.3705
H -3.818 -2.054 3.075 0.4873
H -3.281 -0.884 0.786 0.4305
H 1.568 -2.694 4.092 0.4070
H 4.004 -2.429 3.683 0.4430
H 4.780 -1.196 1.655 0.4266
H 3.064 -0.285 0.088 0.5167
F 0.523 -5.050 -5.333 -0.2983
C -0.052 -3.857 -5.219 0.2760
C 0.634 -2.793 -4.825 -0.0256
N 0.054 -1.531 -4.742 0.1715
C 0.726 -0.468 -4.030 -1.4581
C 0.377 -0.436 -2.568 1.5833
O 1.094 0.248 -1.763 -0.7094
O -0.600 -1.086 -2.115 -0.8063
C -1.279 -1.327 -5.056 0.4795
O -1.802 -0.236 -4.987 -0.5979
N -1.950 -2.456 -5.465 -0.0884
C -1.480 -3.774 -5.522 0.3229
O -2.204 -4.695 -5.791 -0.5678
H 1.684 -2.868 -4.579 0.3974
H 0.440 0.493 -4.459 0.3073
H 1.805 -0.586 -4.118 0.4203
H -2.932 -2.331 -5.670 0.2342
C -0.136 4.431 0.437 -1.0775
S 0.316 2.911 -0.366 0.4908
O -0.297 1.849 0.563 -0.6343
C -0.735 3.014 -1.792 0.3973
C -1.989 2.424 -1.761 -0.2691
C -2.776 2.471 -2.904 -0.5869
C -2.304 3.091 -4.050 -0.4501
C -1.047 3.682 -4.065 -0.6147
C -0.246 3.638 -2.933 -0.5476
H -1.220 4.513 0.473 0.3427
H 0.303 5.250 -0.135 0.4031
H 0.293 4.399 1.437 0.4140
H -2.343 1.953 -0.852 0.5546
H -3.759 2.018 -2.899 0.4119
H -2.910 3.095 -4.946 0.4387
H -0.683 4.162 -4.963 0.4087
H 0.742 4.086 -2.937 0.4171
```

***

# 2
A cluster of 3 separate species, C21H47N2O11P in total. Source: the Open Molecules 2025 dataset; level of theory: ωB97M-V with the def2-TZVPD basis set.

## Properties
**Gap between HOMO and LUMO**: 9.049 eV
**Strongest force on any atom**: 0.009 Eh/bohr
**Highest occupied orbital energy**: -0.3140 Eh

```
82
Properties=species:S:1:pos:R:3:mulliken_charge:R:1
C 9.454 0.875 2.784 -1.3700
C 8.862 0.680 1.415 0.3748
O 9.867 0.313 0.445 -0.4230
C 9.406 0.656 -0.777 0.4836
O 9.888 0.349 -1.813 -0.5386
O 8.267 1.402 -0.650 -0.5483
C 8.193 1.856 0.718 0.9042
C 6.733 2.050 1.131 -0.8439
O 5.884 1.241 0.337 -0.3329
C 4.952 0.496 1.070 -0.4745
O 3.996 1.291 1.712 -0.4407
C 3.324 2.233 0.888 -0.1696
C 2.542 1.626 -0.271 -0.3593
O 2.117 2.659 -1.161 -0.4903
P 9.313 3.412 0.772 0.2225
C 8.473 4.431 2.054 -1.0030
O 8.793 4.151 -0.608 -0.4962
H 8.667 0.795 3.534 0.3563
H 9.946 1.842 2.893 0.3394
H 10.192 0.099 2.978 0.4176
H 8.135 -0.143 1.421 0.3194
H 6.423 3.090 1.044 0.2267
H 6.632 1.768 2.185 0.4166
H 4.505 -0.203 0.364 0.3883
H 5.444 -0.055 1.876 0.3338
H 4.031 2.978 0.500 0.1948
H 2.635 2.750 1.553 0.2542
H 3.138 0.896 -0.824 0.2485
H 1.646 1.135 0.108 0.2795
H 2.918 3.125 -1.418 0.3295
H 9.107 5.299 2.232 0.3641
H 7.499 4.785 1.725 0.3042
H 8.368 3.888 2.996 0.3479
H 8.184 3.617 -1.133 0.4062
C -3.318 2.873 -3.514 -0.7264
O -3.843 3.088 -2.221 -0.3527
C -4.868 2.180 -1.842 -0.8044
C -4.423 1.332 -0.671 -0.2672
N -3.352 0.431 -1.062 -0.2582
C -2.757 -0.324 0.034 -0.1498
C -2.012 0.459 1.108 -0.7258
O -0.834 1.091 0.638 -0.2971
C -0.999 2.404 0.131 -0.6840
H -2.605 3.672 -3.707 0.2458
H -2.803 1.910 -3.598 0.3035
H -4.105 2.911 -4.275 0.3533
H -5.140 1.540 -2.688 0.4191
H -5.748 2.762 -1.554 0.3881
H -5.274 0.738 -0.323 0.3551
H -4.143 2.014 0.146 0.1977
H -2.630 0.963 -1.532 0.1100
H -2.058 -1.044 -0.398 0.3953
H -3.544 -0.912 0.516 -0.0763
H -1.694 -0.252 1.874 0.3736
H -2.657 1.198 1.599 0.3351
H -1.799 2.940 0.649 0.3326
H -1.207 2.410 -0.942 0.2490
H -0.059 2.932 0.285 0.2431
C -8.998 -2.811 -0.911 -0.7420
O -8.643 -3.946 -0.151 -0.3540
C -8.421 -5.122 -0.919 -0.8041
C -6.981 -5.570 -0.802 -0.2059
N -6.091 -4.610 -1.436 -0.2882
C -4.670 -4.872 -1.253 -0.7873
C -4.115 -4.815 0.165 -0.4642
O -4.164 -3.523 0.742 -0.3208
C -5.354 -3.200 1.433 -0.7273
H -9.214 -2.009 -0.207 0.2462
H -8.192 -2.490 -1.580 0.3118
H -9.892 -2.998 -1.515 0.3551
H -8.675 -4.942 -1.968 0.4139
H -9.077 -5.909 -0.536 0.3864
H -6.871 -6.538 -1.301 0.3849
H -6.765 -5.724 0.265 0.1823
H -6.306 -3.684 -1.087 0.0907
H -4.120 -4.146 -1.855 0.3729
H -4.447 -5.862 -1.665 0.4115
H -3.058 -5.087 0.118 0.3409
H -4.606 -5.537 0.830 0.3387
H -5.802 -4.084 1.896 0.3733
H -6.102 -2.735 0.783 0.2270
H -5.096 -2.488 2.217 0.2771
```

***

# 3
A cluster of 2 separate species, C5H15N2O2 in total. Source: the Open Molecules 2025 dataset; level of theory: ωB97M-V with the def2-TZVPD basis set.

## Properties
**ΔE to the lowest compared entry with this formula, charge and spin**: 89.1 kJ/mol
**Gap between HOMO and LUMO (alpha / beta)**: 10.023 / 6.680 eV
**Spin multiplicity**: 2
**Strongest force on any atom**: 0.052 Eh/bohr
**Highest occupied orbital energy (alpha / beta)**: -0.3374 / -0.3373 Eh

```
24
Properties=species:S:1:pos:R:3:mulliken_spin:R:1
C -1.707 -1.286 0.610 0.0398
O -0.930 -2.294 0.187 0.7022
C -0.933 0.147 0.779 0.0998
C -0.482 0.658 -0.575 0.0079
C 0.760 1.613 -0.520 0.0051
C 1.953 1.103 0.308 0.0028
N 2.608 -0.106 -0.164 0.0006
N -1.936 1.043 1.431 0.0061
H -1.721 -1.466 1.698 0.0740
H -2.630 -1.140 0.041 -0.0055
H -0.167 0.014 1.530 -0.0031
H -1.227 1.258 -1.084 0.0011
H -0.045 -0.208 -1.057 0.0038
H 0.462 2.550 -0.071 -0.0003
H 1.152 1.599 -1.536 0.0012
H 2.648 1.920 0.501 0.0000
H 1.547 0.907 1.301 -0.0022
H 2.516 -0.217 -1.146 0.0000
H 2.170 -0.923 0.247 0.0000
H -1.952 1.923 0.939 -0.0005
H -2.832 0.552 1.377 0.0061
H 0.558 -3.226 -1.821 -0.0041
H -0.182 -2.149 -1.088 -0.0007
O 0.367 -2.273 -1.888 0.0658
```

***

# 4
A structure of composition C5H12N2O. Source: the Open Molecules 2025 dataset; level of theory: ωB97M-V with the def2-TZVPD basis set.

## Properties
**ΔE to the lowest compared entry with this formula, charge and spin**: 355.0 kJ/mol
**Gap between HOMO and LUMO**: 9.034 eV
**Strongest force on any atom**: 0.069 Eh/bohr
**Highest occupied orbital energy**: -0.3009 Eh

```
20
Properties=species:S:1:pos:R:3:mulliken_charge:R:1
C -1.106 1.910 1.140 -1.3073
C -1.423 0.441 -0.117 0.5090
N -1.487 -0.709 0.641 -0.3755
O -2.174 0.693 -1.026 -0.6681
H -2.366 -1.200 0.560 0.2136
H -0.877 -0.757 1.442 0.2164
H -0.833 2.886 0.728 0.3896
H -2.145 2.008 1.457 0.3826
H -0.518 1.628 2.018 0.3502
C 1.061 -1.653 -1.471 -1.2224
C 1.217 -0.532 -0.490 0.7088
N 0.355 0.577 -0.707 -0.2472
C 1.998 -0.568 0.587 -1.0652
H 0.254 0.861 -1.676 0.2890
H 0.335 1.385 0.020 0.2831
H 1.676 -2.507 -1.193 0.3718
H 0.017 -1.969 -1.518 0.3031
H 1.355 -1.328 -2.472 0.2933
H 2.059 0.267 1.269 0.2843
H 2.600 -1.437 0.808 0.2908
```

***

E_tot across the listed records, respectively: -65886.9802 -57327.3958 -12500.1218 -10404.7443 eV.